This record from OMol25 describes 3 unconnected molecules or ions with the total composition C2H6NO4S in a non-equilibrium geometry. The level of theory is wB97M-V/def2-TZVPD.

XYZ file:
```
14
Properties=species:S:1:pos:R:3
C 1.1474 1.9909 1.8026
C 1.3505 3.2239 1.4332
N 1.0421 0.9015 2.3029
O -2.0324 -2.0713 0.3738
O -0.4242 -2.2080 -1.4663
O -1.5427 -1.8212 -3.8318
O 0.3284 -1.2705 0.8502
S -1.0130 -1.3533 -0.4041
H -1.1291 -2.1394 -2.9883
H 2.2998 3.5198 1.0257
H 0.5709 3.9631 1.4677
H 0.0816 -1.9406 1.4892
H 0.7439 0.0782 1.7444
H -1.4230 -0.8730 -3.7993
```

Calculated values
F_max   0.0198 Eh/bohr
Total charge   -1
Energy above the lowest of the compared OMol25 structures with the same formula, charge and spin   0.00 kcal/mol
Gap between HOMO and LUMO   8.79 eV
E_tot   -833.746309 a.u.


This record from OMol25 describes 3 unconnected molecules or ions with the total composition C4H8N2O2S in a non-equilibrium geometry. The level of theory is wB97M-V/def2-TZVPD.

XYZ file:
```
17
Properties=species:S:1:pos:R:3
C 0.3806 0.0087 -0.5815
C -1.0850 -0.1291 -0.7169
C -0.3253 -2.4790 0.0946
C -1.1067 2.0645 1.1390
N -0.2244 -1.2227 -0.2080
N 1.3599 0.7387 -0.0161
O 1.5862 1.8792 -0.4507
O 2.0787 0.1396 0.8073
S -2.1468 0.6877 0.4731
H 1.8825 -1.2395 -1.8520
H -1.4817 -0.1808 -1.7260
H 2.6970 -1.1551 -1.5957
H 0.5055 -2.9767 0.6792
H -1.2746 -2.9415 0.0579
H -0.2776 2.3913 0.4603
H -0.7003 1.6751 2.0301
H -1.8679 2.7397 1.4053
```

Calculated values
F_max   0.0737 Eh/bohr
Energy above the lowest of the compared OMol25 structures with the same formula, charge and spin   195.75 kcal/mol
Gap between HOMO and LUMO (spin up / spin down)   7.90 / 7.90 eV
E_tot   -815.095062 a.u.


This record from OMol25 describes a molecular structure, C15H26AlClINOP2 in a non-equilibrium geometry. The level of theory is wB97M-V/def2-TZVPD.

XYZ file:
```
48
Properties=species:S:1:pos:R:3
C 0.0041 0.5496 -6.8028
C 0.0078 1.1782 -5.4380
H 0.0067 1.2922 -7.6176
H -0.8880 -0.0847 -6.8924
H 0.8888 -0.0954 -6.8925
O 0.0160 2.3289 -5.1094
I -0.0058 -0.3269 -3.6060
Al -0.0106 -0.7278 -0.8253
P 2.3362 -0.0857 -0.7787
C 2.7528 1.3004 0.3340
C 3.2536 -1.4860 -0.0510
H 4.3279 -1.3631 -0.2510
H 4.3187 0.0623 -2.1722
H 2.8973 -2.4174 -0.5014
H 2.8682 -0.3789 -3.1124
H 2.2580 1.1669 1.3044
H 3.0765 -1.5331 1.0285
C 3.2495 0.2665 -2.3135
H 3.8413 1.3455 0.4770
H 3.0948 1.3085 -2.6124
H 2.4029 2.2411 -0.1161
P -2.3437 -0.0504 -0.7807
C -2.7426 1.3499 0.3200
C -3.2555 0.3034 -2.3164
H -2.9390 -2.3714 -0.4880
H -4.3547 -1.2944 -0.2494
H -3.1088 -1.4728 1.0349
C -3.2830 -1.4318 -0.0453
H -2.8843 -0.3508 -3.1127
H -4.3267 0.1121 -2.1706
H -3.8305 1.4093 0.4627
H -2.3809 2.2822 -0.1382
H -3.0898 1.3418 -2.6216
H -2.2484 1.2184 1.2912
Cl -0.0282 -2.8519 -1.0929
N 0.0064 -0.5989 1.1076
C -0.0045 -0.5317 2.2837
C 0.0036 -0.4091 3.6897
C -1.2043 -0.1561 4.3858
C -1.1927 0.0800 5.7613
C 0.0234 0.0868 6.4542
C 1.2200 -0.2156 5.7951
C 1.2149 -0.4510 4.4172
H -2.1583 -0.1335 3.8562
H -2.1330 0.2478 6.2962
H 0.0274 0.2845 7.5305
H 2.1541 -0.2779 6.3599
H 2.1625 -0.6599 3.9185
```

Calculated values
F_max   0.0901 Eh/bohr
Total charge   +2
Gap between HOMO and LUMO   8.91 eV
E_tot   -2399.804544 a.u.


This record from OMol25 describes a single C4H10N2 molecule in a non-equilibrium geometry. The level of theory is wB97M-V/def2-TZVPD.

XYZ file:
```
16
Properties=species:S:1:pos:R:3
C 0.4390 1.3912 2.6739
C -0.4866 0.8047 1.5191
C 0.0863 -0.3254 0.5731
N -0.2331 0.0389 -0.8522
C -0.2740 -1.0045 -1.7041
N 0.4840 -1.1301 -2.7342
H 0.7504 0.4880 3.1957
H 1.2857 1.9301 2.2674
H -0.1573 2.1490 3.2785
H -0.6028 1.6717 0.7602
H -1.4495 0.6743 2.0743
H 1.1833 -0.4523 0.6486
H -0.3546 -1.4182 0.8826
H 0.1848 0.8746 -1.3015
H -1.2374 -1.6513 -1.7963
H 0.0529 -1.8238 -3.2768
```

Calculated values
F_max   0.0799 Eh/bohr
Energy above the lowest of the compared OMol25 structures with the same formula, charge and spin   47.08 kcal/mol
Gap between HOMO and LUMO   10.35 eV
E_tot   -267.850308 a.u.


This record from OMol25 describes 3 unconnected molecules or ions with the total composition C37H57F3IO9PS3 in a non-equilibrium geometry. The level of theory is wB97M-V/def2-TZVPD.

XYZ file:
```
111
Properties=species:S:1:pos:R:3
C -7.1823 0.8874 -4.7694
C -6.6859 1.1902 -3.3402
O -6.2679 0.0663 -2.6175
C -7.3257 -0.8345 -2.3118
C -7.1843 -1.3764 -0.9063
C -6.1309 -2.4875 -0.7799
C -4.7520 -1.9296 -0.3781
C -3.8986 -2.9478 0.4199
C -2.4364 -2.7340 0.0906
C -1.7667 -3.5217 -0.8514
I -2.8417 -5.0764 -1.8327
C -0.4216 -3.3240 -1.2150
C 0.2659 -4.1651 -2.2580
C 0.0524 -3.7502 -3.7316
O 1.3353 -3.6283 -4.3429
C -0.6572 -2.4166 -3.9606
F -0.6508 -2.1649 -5.2949
F -1.9422 -2.4230 -3.6039
F -0.0369 -1.3869 -3.3885
C 0.2471 -2.2728 -0.5585
C -0.3926 -1.4864 0.4005
C -1.7347 -1.6986 0.7476
C -2.4161 -0.8482 1.7906
O -2.0917 -1.3609 3.0752
C -2.6691 -0.5908 4.1074
C -1.9156 0.6968 4.4312
C 0.4068 -0.3814 1.0230
O 0.2672 -0.0539 2.1709
C 1.4076 0.2855 0.1323
C 1.5921 1.7518 0.3517
C 2.2506 2.0923 1.7036
C 3.7521 2.4753 1.5805
S 4.7618 1.5077 2.7395
C 2.0290 -0.4696 -0.7837
P 3.2716 0.3070 -1.9096
C 2.3785 0.6447 -3.4877
C 4.5537 -0.9380 -2.3915
C 5.9466 -0.2473 -2.3496
C 1.6849 -1.9180 -0.8593
O 2.5216 -2.7456 -1.1102
H -8.2556 1.0600 -4.8286
H -6.9799 -0.1350 -5.0743
H -6.7283 1.5704 -5.4823
H -5.8588 1.8922 -3.4065
H -7.4810 1.7337 -2.8169
H -7.3781 -1.6258 -3.0648
H -8.2708 -0.2857 -2.3879
H -6.9468 -0.5271 -0.2662
H -8.1688 -1.7378 -0.6088
H -6.4469 -3.2622 -0.0850
H -6.0294 -2.9119 -1.7783
H -4.8995 -1.0035 0.1711
H -4.1917 -1.6818 -1.2792
H -4.2019 -3.9574 0.1821
H -4.0363 -2.7615 1.4823
H -0.1358 -5.1700 -2.1610
H 1.3282 -4.2530 -2.0938
H -0.5134 -4.5050 -4.2736
H 1.2585 -4.0107 -5.2209
H -3.4954 -0.8349 1.6777
H -2.0383 0.1711 1.6963
H -2.7052 -1.2031 5.0058
H -3.7011 -0.3247 3.8506
H -1.0219 0.4774 5.0104
H -2.5511 1.4016 4.9617
H -1.5690 1.2074 3.5365
H 2.1420 2.2393 -0.4415
H 0.5950 2.2008 0.3446
H 1.7349 2.9620 2.1078
H 2.1448 1.3041 2.4351
H 3.8362 3.5297 1.7744
H 4.1019 2.2908 0.5659
H 3.9003 0.8719 3.5601
H 1.9983 -0.2742 -3.9264
H 3.1494 1.0080 -4.1653
H 1.6021 1.3876 -3.3503
H 4.5919 -1.7828 -1.7181
H 4.3474 -1.2430 -3.4160
H 6.2238 0.1850 -3.3057
H 5.9292 0.5225 -1.5811
H 6.6777 -0.9837 -2.0258
C 1.2334 -2.0049 6.8551
C 0.4254 -2.4870 5.6419
C 0.9665 -1.7532 4.4092
S 2.6877 -1.3854 4.7635
O 2.8547 0.0527 4.8526
O 3.5410 -2.1787 3.9199
C 2.6963 -2.0509 6.4252
H 1.0572 -2.6250 7.7330
H 0.9511 -0.9795 7.1043
H 0.5590 -3.5639 5.5202
H -0.6409 -2.3023 5.7662
H 0.9173 -2.3601 3.5094
H 0.4538 -0.8107 4.2407
H 3.3563 -1.4547 7.0509
H 3.0611 -3.0757 6.3641
C 5.3707 6.0153 -2.1925
C 4.7035 7.3475 -1.8235
C 3.3606 7.0179 -1.1581
S 3.5668 5.4030 -0.3934
O 2.6955 4.4693 -1.0601
O 3.5619 5.5658 1.0366
C 5.2397 5.1249 -0.9606
H 6.4133 6.1486 -2.4763
H 4.8467 5.5612 -3.0364
H 5.3392 7.8909 -1.1218
H 4.5616 7.9836 -2.6959
H 3.0923 7.7373 -0.3890
H 2.5563 6.9376 -1.8868
H 5.3790 4.0660 -1.1696
H 5.9129 5.4427 -0.1650
```

Calculated values
F_max   0.0258 Eh/bohr
Gap between HOMO and LUMO   7.11 eV
E_tot   -4254.351566 a.u.